Record 1
Below is a 4-piece molecular cluster, C27H36Br2F10O11 overall, with properties calculated with wB97M-V/def2-TZVPD.

Geometry as XYZ:
```
86
Properties=species:S:1:pos:R:3:mulliken_charge:R:1
C -0.53768 -1.86251 1.30060 -1.021
C -10.43941 -2.71086 -1.95941 -0.481
H -8.04507 -1.20921 3.41396 0.288
H 4.96410 7.97724 -1.95132 0.330
O -2.35745 -0.97073 0.09710 -0.418
H 6.54831 3.65093 -3.46388 0.394
O 1.18738 -3.43269 0.46315 -0.371
H -0.01130 -1.03306 0.83139 0.547
C 0.40788 -3.02161 1.59418 0.521
H 3.44882 -4.19902 1.50490 0.448
F -5.00923 -2.48913 1.57149 -0.349
C -1.73107 -2.21196 0.42844 -0.318
H 8.32296 9.43300 -3.83389 0.315
Br -2.49470 -3.51694 5.35519 -0.142
H -0.23733 -3.08944 4.45974 0.314
H -11.38663 -2.40150 -1.52746 0.305
H 4.95623 1.08793 -0.66887 -0.243
H 7.66331 8.38843 -1.36992 0.348
H 5.74959 1.46394 -2.90321 0.290
H 5.50651 -3.33977 0.61348 0.442
C 5.12445 2.27160 -2.52054 -0.645
F -5.86472 -0.44429 -0.19790 -0.286
H -8.76487 -2.37194 -0.55659 0.116
C -4.86375 -1.16518 1.82177 0.796
H -7.68109 -1.04456 -2.70916 0.249
O -11.29230 -2.56126 -4.24504 -0.563
C -9.23333 -1.93493 -1.43416 -0.151
H 6.53587 -1.68110 1.99753 0.436
C -10.41736 -2.40792 -3.44706 0.462
F -4.32749 0.83340 0.71810 -0.320
H -10.32455 -3.78879 -1.83343 0.274
H 3.10950 -2.63523 2.24091 0.122
F -6.62525 0.44419 2.13659 -0.276
H -0.53475 -4.85976 4.66383 0.415
F -6.79639 -2.77031 3.51978 -0.242
C 3.45283 -3.12381 1.32108 -0.471
C 4.84556 -2.56695 1.00448 -0.710
H 0.41324 -4.99397 2.51033 0.558
C 4.76896 -0.66569 2.59936 0.481
H 8.50327 7.69038 -3.55770 0.248
H 4.76262 -1.79346 0.23805 0.314
H -9.52921 -0.91441 -1.18714 0.270
C 2.40234 -2.81669 0.27344 0.504
H -0.91335 -1.49242 2.26082 0.143
H -7.69532 -2.81813 -2.71039 0.267
F -5.65871 -0.35321 3.91805 -0.284
O 6.58758 2.80860 0.66056 -0.582
O 4.74446 7.35523 -4.60018 -0.582
C 5.88273 3.59087 -2.60637 -0.357
C 7.79763 8.52390 -3.55289 -0.411
O 3.90219 -0.59019 3.43481 -0.594
H -3.91851 -2.14609 -0.61182 0.418
H 6.67301 9.65152 -2.10170 0.269
O 5.11506 0.36610 1.80421 -0.281
O -9.20117 -1.91470 -3.78828 -0.369
H 6.12780 6.65436 -2.18720 -0.100
H -1.43125 -2.74525 -0.48067 0.394
C -0.31090 -4.29891 2.05950 -0.622
C -7.23227 -1.68063 2.85464 0.050
H 4.96388 1.21004 2.25831 0.276
C 5.87601 7.68080 -2.46135 -0.083
F 2.24577 -1.45063 0.18917 -0.254
C -6.08768 -0.66952 2.67946 0.470
H 5.46165 -2.59637 3.11109 0.346
H -2.44275 -2.83833 0.97545 0.399
C 7.04603 8.63483 -2.23087 -0.555
C 5.50436 -1.93039 2.24985 -0.733
C -8.31917 -1.92300 -2.65324 -0.350
F -7.67856 -2.06045 1.63123 -0.195
C -3.63907 -1.10128 -0.45237 -1.023
O -1.34431 -4.00798 2.95696 -0.233
C -4.66968 -0.44770 0.45938 0.949
C -0.93268 -3.91360 4.29399 -0.466
C 6.14358 2.86033 -0.44958 0.530
O 6.78735 8.26301 -4.54302 -0.358
O 6.67813 3.65360 -1.40741 -0.387
Br 2.99374 -3.43511 -1.50820 -0.156
F -0.90791 -4.92026 0.99332 -0.340
H 4.04089 2.60930 -0.65175 0.233
F -3.74617 -1.00853 2.54716 -0.303
H 1.05174 -2.73974 2.43436 0.293
C 5.68499 7.72947 -3.96513 0.568
H 4.19478 2.27569 -3.08438 0.363
C 4.94753 2.11846 -1.01046 0.232
H -3.70170 -0.56864 -1.40845 0.461
H 5.21149 4.45259 -2.61885 0.186
```

Values from the calculation:
net charge: 0
E_LUMO: 0.30 eV
electronic energy: -8024.8041 hartree
gap between HOMO and LUMO: 10.41 eV


Record 2
Below is C27H36BrCl3IrN3O4SSi2 as an isolated structure, with properties calculated with wB97M-V/def2-TZVPD.

Geometry as XYZ:
```
78
Properties=species:S:1:pos:R:3:mulliken_charge:R:1
C -0.46596 -2.03450 -4.86437 -1.419
H 1.27249 6.08646 1.49574 0.472
H 0.58206 -1.99915 -4.55905 0.108
Ir -0.89360 0.21221 0.45968 1.229
H -0.62823 -4.77738 -5.28886 0.548
H 2.26547 6.33302 6.34050 0.449
C -2.68689 -3.12664 -4.46432 -1.738
H -0.91505 -1.05239 -4.70393 0.326
Cl -4.27139 -1.62333 1.58704 -0.254
H -1.11572 -5.20667 -3.64343 0.308
C 0.88360 6.85613 4.78501 -0.114
C -1.28968 4.53088 2.13587 0.468
C -1.48324 4.60421 -0.73700 -0.985
C -1.33834 3.34110 -0.06407 0.913
C 2.88574 5.59963 4.42284 0.102
C 3.40831 -4.09748 -2.02711 -1.627
H 2.65708 -1.09632 -0.48115 0.238
C -1.38023 4.42045 3.52896 -0.430
C -0.58293 -4.46730 -4.24442 -1.385
N -1.16453 6.98182 1.94514 -0.060
H 2.79056 -0.83644 -2.98595 0.291
S -0.02892 -0.10828 -1.69873 -0.546
H -2.61741 -5.09398 0.60987 0.476
H -0.50098 -2.25800 -5.93117 0.519
H 0.12252 -5.05246 -1.02150 0.179
C 2.79088 -2.71383 -1.92165 1.557
H 1.11224 -4.72461 0.41214 0.255
H -2.79606 -3.43529 -5.50445 0.419
Si -0.03327 -2.28906 -1.65918 -0.792
H -2.35487 -4.36782 -0.98734 0.120
O -1.19853 -2.74451 -2.67057 0.044
C 2.62861 5.53678 3.05727 -0.659
C -0.77113 -3.62110 1.99648 -1.540
H -1.59162 6.71364 -0.52256 0.485
H 3.33482 5.05554 2.39568 0.454
H 0.23879 -3.32165 2.27345 0.316
C -2.28971 -4.19455 0.08788 -0.973
Br 4.44083 4.79466 5.10322 -0.129
C -0.86685 -3.85203 0.49977 1.390
Si -3.15850 -0.07347 0.90624 0.420
H 4.10295 -2.09860 -0.33485 0.554
H 4.37480 -1.62066 -2.89374 0.477
C 0.10099 -4.94224 0.06478 -1.369
C 3.30607 -1.79876 -3.01954 -1.618
C -1.30388 3.17580 4.10730 -1.201
O 1.37129 -2.89115 -2.15102 0.649
H -1.02171 1.06336 3.71373 0.559
H -3.22889 -3.83214 -3.83369 0.352
O -1.34441 2.25765 -0.66578 -0.569
Cl 0.80584 -0.31642 1.91088 -0.505
C 1.47280 6.10520 2.55888 -0.129
H 2.54275 -2.71639 0.22352 0.181
C 3.03273 -2.11934 -0.54565 -1.245
H -1.52138 5.30163 4.14208 0.700
O -0.49797 -2.58381 -0.12093 0.490
H 0.20578 7.40221 5.42798 0.506
H 0.46121 -4.44653 -3.93139 0.048
C -1.23705 3.34958 1.40551 0.390
H -2.96963 -3.37910 0.34521 -0.125
C -1.22064 -3.09683 -4.07775 1.715
Cl -4.38543 1.55115 1.07040 -0.213
H -1.46218 -2.83755 2.31148 0.124
H -1.02542 -4.53816 2.52988 0.457
H 4.49341 -4.03186 -1.93955 0.443
H -3.13358 -2.13884 -4.34485 0.366
H -0.21308 -5.89548 0.49156 0.589
H -1.36619 3.05594 5.17940 0.439
H -1.58889 4.59403 -1.81249 0.469
H 3.16410 -4.54820 -2.98971 0.347
C -1.14509 2.05304 3.29268 -0.167
H 3.14252 -2.24911 -3.99945 0.338
H 3.03625 -4.74687 -1.23456 0.320
C -1.49270 5.75643 -0.02693 -0.327
C 2.02859 6.26603 5.28825 -0.474
C -1.29363 5.78007 1.39070 -0.137
C 0.58251 6.73645 3.43132 0.008
N -0.61788 7.33723 3.00079 -0.715
N -1.14524 2.14394 1.97355 -0.161
```

Values from the calculation:
net charge: +1
expectation value of S²: 8.8391
E_LUMO (alpha / beta): -4.07 / -5.56 eV
electronic energy: -6551.7404 hartree
gap between HOMO and LUMO (alpha / beta): 6.55 / 6.14 eV
multiplicity: 6


Record 3
Below is C27H36BrCoN4O as an isolated structure, with properties calculated with wB97M-V/def2-TZVPD.

Geometry as XYZ:
```
70
Properties=species:S:1:pos:R:3:nbo_charge:R:1
C -2.61707 -1.96626 2.13018 -0.279
Br -0.35789 -0.56217 3.07902 0.122
N 0.69006 1.98290 -0.16632 -0.463
H 3.71146 7.35960 -0.05212 0.225
C 3.46405 6.29917 -0.10144 -0.608
C -6.01748 3.50202 1.36081 -0.595
C 0.39673 -2.70733 0.72830 -0.210
H -5.50434 3.70877 -2.06447 0.215
H -5.42843 3.69698 2.25847 0.215
H 3.85422 5.91351 -1.04485 0.212
H 0.20235 6.83279 -1.11997 0.205
H -5.08055 1.05142 0.06619 0.220
H -0.01900 -3.67032 1.03323 0.216
H 1.60621 6.46802 -2.12834 0.216
C -4.83740 5.28974 0.09081 -0.609
H 1.76378 7.77680 1.38673 0.221
C -2.67939 3.39789 0.04665 -0.194
C 1.98043 2.31088 -0.23798 0.073
C -2.98864 0.72028 0.05099 0.035
H -4.28099 5.56828 -0.80630 0.211
C -3.76004 -3.37632 -1.21256 -0.627
C -2.89772 -2.78332 -0.13605 -0.045
H 3.84769 -1.06906 -1.60968 0.417
H -4.24778 5.56166 0.96849 0.211
H -6.90553 4.13455 1.39191 0.221
H -3.00562 -1.75973 3.11731 0.250
C 2.09913 -1.67432 -0.77201 0.706
C 1.29081 6.88057 -1.16876 -0.594
H 1.91761 6.20298 2.17575 0.216
H 1.87826 -3.76551 -0.38386 0.244
H 3.59709 -2.78218 -1.63355 0.411
H 3.98198 5.80166 0.72031 0.213
C -1.37697 -1.51519 1.81526 0.106
H 0.64226 -3.07057 -1.40307 0.251
O 1.73812 -0.54328 -0.43446 -0.656
H -1.26673 -2.34068 -1.43149 0.212
Co -0.05453 0.19104 -0.00690 0.560
H -6.39485 2.47210 -1.17076 0.208
C -5.20746 3.80722 0.09267 -0.097
N -0.75628 -1.75826 0.54578 -0.519
H -2.49994 4.46090 0.02726 0.220
H -0.56124 5.08083 0.12857 0.221
H -4.64595 -2.76176 -1.38001 0.228
C 1.94881 6.12960 -0.00234 -0.093
H -6.94908 4.14440 -1.14421 0.221
H -3.22249 -3.46336 -2.15518 0.221
H 1.00727 -2.32199 1.54264 0.234
C 1.24804 -2.88454 -0.51455 -0.523
H -5.74841 5.88794 0.10983 0.227
C -3.38964 -2.66100 1.18617 -0.216
H -4.10347 -4.36891 -0.91983 0.233
N -1.73628 1.19362 0.05099 -0.452
C 1.47205 6.72746 1.32906 -0.594
H -6.34731 2.46310 1.38962 0.208
H -4.36211 -3.04910 1.45131 0.228
H 0.38748 6.67830 1.43172 0.205
C -0.19624 2.98770 -0.03816 0.250
C -1.66273 -2.30958 -0.42800 -0.037
C 0.18956 4.31292 0.01634 -0.248
C -6.06188 3.51000 -1.14781 -0.595
H 3.49887 3.79301 -0.25973 0.233
C 2.43579 3.61708 -0.19451 -0.252
C -4.10773 1.52338 0.06342 -0.199
C -3.97774 2.91059 0.07068 0.056
C 1.53506 4.66567 -0.06303 0.080
H 2.66869 1.48653 -0.32966 0.217
H -3.09240 -0.35134 0.03314 0.214
H 1.57886 7.93212 -1.13893 0.221
N 3.27643 -1.86528 -1.37852 -0.773
C -1.59674 2.53091 0.03357 0.149
```

Values from the calculation:
net charge: +1
expectation value of S²: 0.7957
E_LUMO (alpha / beta): -2.48 / -3.09 eV
electronic energy: -5301.3101 hartree
gap between HOMO and LUMO (alpha / beta): 6.61 / 6.00 eV
multiplicity: 2


| no. | maximum force (eV/A) |
| --- | --- |
| 1 | 0.6 |
| 2 | 0.5 |
| 3 | 0.2 |